# 1
Molecular formula: C2H6N2O4
Method: DFT, ωB97M-V with the def2-TZVPD basis set

```
14
Properties=species:S:1:pos:R:3:forces:R:3
C 1.122 -0.431 -0.595 2.9580 2.2880 0.7317
C -0.572 0.178 0.850 -1.6856 -0.8261 1.5026
N -1.542 -0.284 -0.082 2.3699 0.4453 1.2522
N -1.048 -0.562 2.548 0.0887 0.4907 -4.0315
O -1.657 -1.625 2.339 0.8433 1.4373 2.0941
O -0.680 0.038 3.528 -0.7665 -1.3514 0.0914
O -0.570 1.528 1.040 -0.9622 -1.1990 -1.2284
O 0.622 -0.467 0.797 0.6026 0.1568 -1.3909
H 0.533 -1.033 -1.223 -0.7389 -0.8296 -0.6578
H 2.287 -0.815 -0.642 -3.1385 1.2298 0.4787
H 0.993 0.700 -0.923 0.7461 -2.3816 0.2957
H -1.839 -1.192 0.230 -0.4485 -0.3445 -0.0185
H -2.248 0.372 -0.290 -0.9623 0.6047 0.0590
H 0.201 1.758 1.529 1.0938 0.2794 0.8216
```
Forces are in eV/Å.

The value obtained for the lowest unoccupied orbital energy is 0.022 hartree. The energy relative to the best compared isomer or geometry (same formula, charge and spin) is 124.86 kcal per mole. Its spin multiplicity is 1. Its charge is 0.



# 2
Molecular formula: C10H6ClN3O
Method: DFT, ωB97M-V with the def2-TZVPD basis set

```
21
Properties=species:S:1:pos:R:3:forces:R:3
C 1.543 0.586 3.189 -0.2467 0.3896 1.8873
C 1.666 2.246 1.265 -0.4311 0.6273 0.5489
C -0.363 -1.405 -1.583 -0.5483 -0.2990 -1.0048
C -1.188 -0.302 -1.945 0.3029 -1.3653 -1.4655
C 0.208 -1.288 -0.366 1.7361 -0.5060 1.9720
C -1.043 0.514 -0.880 1.0061 -0.6333 1.6458
C -1.756 1.652 -0.451 1.7144 1.1814 0.8041
C -1.328 2.067 0.971 0.0060 -3.4151 1.6449
C -0.080 0.465 1.422 -1.9684 3.0712 -3.0446
C 1.312 0.936 1.791 2.1945 -1.1874 0.4303
N 1.661 0.096 4.229 -0.0070 0.5494 -0.9125
N 1.874 3.274 0.798 0.0921 -0.1278 -0.0261
N -0.146 -0.069 0.087 -1.7163 1.3345 -0.7667
O -2.544 2.264 -1.100 -1.1368 0.7794 -0.5105
Cl -2.840 1.810 1.921 0.7773 0.1841 0.0329
H -0.211 -2.249 -2.145 0.2216 -1.8041 -1.5013
H -1.770 -0.211 -2.941 1.0596 0.0950 2.2432
H 0.917 -1.968 0.276 -1.6178 1.3573 -1.6525
H -0.923 3.035 1.234 0.2892 -0.0326 -0.3236
H -0.618 -0.164 2.096 -0.0080 -0.0758 0.8767
H 2.256 0.353 1.474 -1.7194 -0.1228 -0.8782
```
Forces are in eV/Å.

The value obtained for the lowest unoccupied orbital energy is -0.009 hartree. The energy relative to the best compared isomer or geometry (same formula, charge and spin) is 49.24 kcal per mole. Its spin multiplicity is 1. Its charge is 0.



For reference, F_max by record: 0.07900; 0.09240 hartree/bohr.